The following is a quantum chemistry calculation of a molecular structure, C24H76CoO16V in a non-equilibrium geometry, from the OMol25 dataset.

Element x y z (Å)
Co 0.658 2.359 1.639
V -0.418 -0.254 0.152
O 0.389 5.956 0.313
O -0.373 -1.379 -1.636
O -2.763 3.268 0.916
O 0.216 -5.055 -1.117
O 4.660 -1.373 -2.852
O 0.817 -1.831 1.328
O -2.143 -1.531 1.177
O 1.048 1.313 -0.030
O -0.400 3.881 2.095
O 2.112 1.256 2.552
O -0.796 0.955 1.869
O 1.800 -2.168 -3.405
O -0.720 -2.813 3.406
O -2.230 0.864 -0.538
O -1.559 -0.321 4.169
O 2.666 3.040 -1.937
C 1.252 -6.672 -2.466
C 2.173 2.980 -4.310
C 2.566 1.253 3.905
C 1.953 -2.392 0.749
C 2.524 -3.544 1.518
C 1.129 -5.185 -2.204
C 5.781 0.803 -2.471
C -0.992 -5.074 3.098
C -2.860 0.684 -1.778
C 1.523 1.919 4.761
C -4.504 5.016 0.720
C 1.634 2.858 -2.901
C -3.475 -2.035 1.170
C -3.723 -0.805 5.232
C -2.697 0.288 4.813
C -0.837 -3.971 4.166
C 4.499 0.054 -3.019
C 1.964 -1.686 -5.775
C -1.916 1.157 -2.934
C -3.648 -2.794 -0.137
C -3.789 3.958 1.651
C 1.227 -1.414 -4.454
C -0.496 5.700 -0.735
C 0.182 6.354 -1.967
H -3.315 4.567 2.421
H -1.831 -5.034 2.404
H 1.548 -2.868 -0.144
H 1.238 3.118 -4.853
H -3.146 0.978 4.099
H -0.742 -2.083 4.030
H -0.913 0.734 -2.875
H -0.187 -4.187 -1.039
H 1.252 6.553 -1.905
H -0.702 -2.112 -2.192
H 3.529 0.281 -2.578
H 0.307 -7.216 -2.486
H -2.399 0.775 -3.833
H 0.130 5.299 0.963
H -2.661 1.647 -0.188
H 3.051 -1.774 -5.771
H -3.124 -1.713 5.299
H -1.180 0.254 3.500
H 1.728 0.718 -0.401
H -3.545 -2.568 2.118
H -3.785 1.237 -1.944
H 6.635 0.414 -3.025
H 1.771 1.918 5.823
H -4.172 -1.199 1.218
H 2.778 0.713 2.124
H 2.852 3.831 -4.359
H 0.819 3.537 -2.648
H -0.113 5.998 -2.954
H -4.089 -2.159 -0.904
H -0.109 -5.065 2.458
H -4.469 3.225 2.084
H -4.889 4.442 -0.123
H 0.143 -1.488 -4.546
H -1.127 -6.001 3.655
H 1.187 1.882 -2.711
H -3.181 -0.355 -1.850
H -1.665 -4.057 4.869
H -2.657 -3.183 -0.371
H 5.714 1.855 -2.750
H 1.842 -6.932 -3.345
H 1.388 -0.358 -4.239
H 1.400 2.942 4.405
H -1.753 0.862 2.045
H 4.457 0.160 -4.103
H 3.541 -3.825 1.245
H 1.910 -0.785 -6.385
H 2.368 2.571 -1.154
H 3.910 -1.850 -3.213
H 3.553 1.708 3.991
H -0.588 4.622 -0.869
H -1.858 2.245 -2.950
H 2.609 2.108 -4.799
H 1.278 -1.967 -2.625
H 1.831 -7.177 -1.693
H -1.712 -1.898 1.953
H 1.899 -4.437 1.555
H 0.499 1.550 4.708
H -4.556 -1.110 4.597
H 2.545 0.235 4.294
H 1.625 -2.551 -6.344
H -3.756 5.676 0.281
H 2.654 -3.271 2.565
H 2.667 -1.677 0.340
H 0.615 -2.444 2.038
H 0.090 -4.048 4.735
H -1.957 3.427 1.413
H -2.360 0.881 5.664
H -0.187 7.370 -1.830
H -4.086 -0.648 6.247
H 6.129 0.646 -1.450
H -5.235 5.633 1.243
H -1.500 6.106 -0.605
H -0.868 4.726 2.240
H 2.074 -4.644 -2.242
H 0.694 -4.710 -3.084
H -4.276 -3.671 0.024

For the total energy, the calculation gives -4490.50975 Eh. Its LUMO energy (spin up / spin down) is 0.114 / 0.046 eV. As for the highest occupied orbital energy (spin up / spin down): -6.708 / -9.047 eV. The multiplicity is 7.



The following is a quantum chemistry calculation of 12 unconnected molecules or ions with the total composition C24H76N4O12 in a non-equilibrium geometry, from the OMol25 dataset.

Element x y z (Å)
O 2.834 -3.298 3.115
O 1.226 -0.559 -1.194
O 2.196 -4.530 -0.076
O 2.358 -6.629 1.653
O -1.174 4.481 4.271
O 1.382 6.719 3.198
O -2.880 -2.308 0.944
O 1.004 3.394 2.705
O 2.338 1.596 -4.732
O 2.195 5.248 1.009
O -3.162 -0.175 -2.120
O 0.562 -2.119 -5.090
N -1.369 0.470 -0.401
N -0.349 -3.069 0.151
N -1.854 1.765 2.962
N -0.574 0.231 -5.729
C -0.977 5.467 5.329
C -2.534 3.088 2.809
C 1.436 -3.171 -4.637
C -2.347 -1.306 -5.064
C -4.010 2.893 2.456
C 2.489 7.410 3.576
C 4.215 -3.709 3.189
C 3.100 0.515 -4.236
C -1.391 -4.094 0.339
C -0.032 -1.413 -4.039
C -0.319 1.209 -1.125
C 2.219 -4.991 -1.424
C -4.129 -1.802 1.181
C -4.383 0.564 -2.412
C 2.135 3.490 3.563
C 1.724 5.466 -0.307
C -0.557 2.669 -1.040
C -1.157 -0.501 -4.579
C 2.454 -7.953 1.021
C -1.392 -4.894 1.661
C 1.078 0.786 -0.735
C 2.470 -1.114 -0.874
C -2.457 4.185 3.883
C -2.806 -3.478 0.057
H -2.020 -1.984 -5.866
H -1.241 0.769 -6.219
H -2.294 -5.551 1.739
H 0.073 3.224 -1.708
H 2.779 -0.439 -4.579
H -0.331 2.989 -0.023
H 0.297 3.903 3.149
H -0.842 1.898 2.916
H -1.489 0.229 -3.867
H 0.611 -0.718 -3.566
H 2.236 7.921 4.451
H -1.553 -4.200 2.564
H -1.298 6.500 4.999
H 1.425 1.267 -4.827
H 4.246 -4.611 3.799
H -3.145 -0.644 -5.450
H 1.536 6.225 2.424
H -4.559 -1.305 0.251
H -0.352 -2.776 -0.803
H 1.738 4.465 1.415
H 2.882 8.082 2.825
H -4.695 0.137 -3.377
H 2.494 -4.180 -2.127
H -2.975 5.083 3.426
H -0.451 0.950 -2.171
H -4.073 1.975 1.899
H 2.560 -5.946 0.948
H 1.856 -3.723 -5.471
H -1.690 2.800 -1.199
H 2.370 -3.828 2.471
H -4.091 -1.011 1.927
H 3.415 6.737 3.762
H 2.428 -2.170 -1.156
H 2.175 -2.756 -3.977
H 2.619 -1.130 0.221
H -4.316 3.772 1.880
H -0.382 -2.069 -3.275
H -1.378 0.674 0.632
H 0.886 -3.872 -4.071
H 2.130 -7.881 -0.031
H 3.144 0.524 -3.139
H -4.198 1.646 -2.557
H -1.257 -4.833 -0.468
H -1.523 5.251 6.289
H 1.465 4.618 -0.899
H 0.062 5.455 5.566
H -3.051 3.762 4.684
H -0.643 -2.291 0.742
H -2.057 3.549 1.998
H -1.069 -0.517 -0.334
H 1.856 1.461 -1.214
H 2.369 4.553 3.564
H 2.438 6.111 -0.747
H -3.554 -4.254 0.209
H -2.876 -3.218 -1.016
H -0.433 -5.366 1.798
H -2.748 -1.753 -4.130
H -0.125 -0.415 -6.350
H 1.220 -5.358 -1.691
H 4.835 -2.978 3.705
H -2.762 0.236 -1.303
H 1.888 3.045 4.573
H 1.670 -8.491 1.591
H -4.705 2.775 3.322
H 3.489 -8.373 1.152
H -2.009 1.448 3.900
H -4.919 -2.508 1.466
H 3.007 -5.694 -1.592
H 1.230 0.691 0.373
H 0.778 6.038 -0.364
H -5.148 0.384 -1.650
H 4.614 -3.989 2.136
H 1.425 -3.965 0.056
H 4.077 0.665 -4.702
H 2.995 3.048 3.070
H 3.367 -0.592 -1.228

For the total energy, the calculation gives -2081.65544 Eh. The SMILES is COC[C@H](C)N.COC[C@H](C)N.COC[C@H](C)N.COC[C@H](C)N.CO.CO.CO.CO.CO.CO.CO.CO. Its LUMO energy is 0.608 eV. As for the highest occupied orbital energy: -8.932 eV.